{
  "formula": "C14H18ClInOs",
  "method": "the ωB97M-V functional and the def2-TZVPD basis",
  "species": ["In", "Cl", "C", "H", "H", "H", "Os", "C", "C", "C", "H", "H", "H", "H", "H", "H", "H", "H", "C", "C", "C", "C", "C", "C", "C", "C", "C", "C", "H", "H", "H", "H", "H", "H", "H"],
  "positions_angstrom": [[-0.4246, 1.1292, -0.0809], [-1.5202, 3.2125, -0.6391], [-2.1547, -0.1257, 0.4956], [-1.9793, -0.5620, 1.4871], [-2.3149, -0.9174, -0.2464], [-3.0181, 0.5663, 0.5171], [0.8384, -0.8859, -2.3440], [2.3885, 0.4374, -2.2391], [-0.9116, -0.4283, -3.2978], [1.5129, -2.2263, -3.3826], [-1.4584, -1.3483, -3.5668], [-1.5607, 0.2683, -2.7429], [-0.5750, 0.0468, -4.2407], [3.3296, -0.1047, -2.0358], [2.4513, 0.8521, -3.2654], [2.2130, 1.2432, -1.5037], [0.8770, -2.9153, -3.9863], [2.6001, -2.4623, -3.4691], [2.6269, -1.2820, 4.5502], [2.1898, -1.7235, 3.2774], [1.4893, -0.8774, 2.4265], [1.2546, 0.4812, 2.7769], [0.5783, 1.4320, 1.9663], [0.2840, 2.6887, 2.4319], [0.6913, 3.1052, 3.7354], [1.3845, 2.2262, 4.5395], [1.6959, 0.9152, 4.0965], [2.3528, 0.0128, 4.9672], [3.1733, -1.9571, 5.2111], [2.3716, -2.7525, 2.9706], [1.1121, -1.2011, 1.4441], [-0.2788, 3.3835, 1.8097], [0.4538, 4.1124, 4.0766], [1.7153, 2.5103, 5.5407], [2.6521, 0.3755, 5.9567]],
  "mulliken_charge": [0.460, -0.500, -0.958, 0.330, 0.327, 0.333, 0.613, -1.156, -1.189, -0.780, 0.339, 0.272, 0.315, 0.337, 0.310, 0.271, 0.277, 0.275, -0.470, -0.655, -0.294, 0.998, 0.006, -0.327, -0.843, -0.722, 0.865, -0.713, 0.369, 0.400, 0.184, 0.286, 0.373, 0.332, 0.336],
  "multiplicity": 5,
  "homo_ev": [-6.294, -7.752],
  "orbital_gap_ev": [6.2, 4.0],
  "total_charge": 0,
  "energy_ev": -34965.414
}